[1]
The following is a DFT calculation (wB97M-V/def2-TZVPD) of 2 unconnected molecules or ions with the total composition C4H12N2O at a distorted geometry.

```
! RIJCOSX wB97M-V def2-TZVPD def2/J DEFGRID3
* xyz 0 1
C 1.004 -0.805 -1.362
N 0.197 0.117 -1.666
C 0.004 1.262 -0.820
C 0.553 1.542 0.607
C 0.053 0.537 1.729
N 1.250 0.012 2.327
H 1.196 -1.595 -2.088
H 1.464 -1.022 -0.406
H 0.312 2.116 -1.436
H -1.083 1.271 -0.675
H 0.239 2.519 0.985
H 1.625 1.637 0.611
H -0.672 -0.213 1.320
H -0.583 1.081 2.473
H 1.698 -0.805 1.953
H 1.467 0.158 3.302
O -2.922 -2.983 -2.413
H -2.904 -2.174 -2.933
H -2.897 -2.655 -1.509
*
```

## Properties
E ... -344.285757 a.u.
SMILES ... C=NCCCN.O

Here are the natural (NBO) charges for atoms 1 to 5, given in e:
1 C -0.07
2 N -0.38
3 C -0.26
4 C -0.44
5 C -0.22



[2]
The following is a DFT calculation (wB97M-V/def2-TZVPD) of a single C4H12N2O molecule at a distorted geometry.

```
! RIJCOSX wB97M-V def2-TZVPD def2/J DEFGRID3
* xyz 0 1
C 2.356 -0.582 -1.721
C 0.778 -0.309 -1.351
O 0.575 0.989 -2.100
C 0.451 -0.079 0.142
N -0.980 -0.216 0.402
C -1.292 -0.039 1.802
N -2.537 0.887 2.160
H 2.896 0.337 -1.553
H 2.956 -1.363 -1.072
H 2.233 -0.920 -2.823
H 0.244 -1.033 -1.876
H -0.261 1.371 -1.846
H 0.622 1.037 0.434
H 1.057 -0.719 0.896
H -1.379 -1.065 0.058
H -0.445 0.638 2.349
H -1.272 -0.971 2.532
H -2.676 1.716 1.567
H -3.326 0.320 2.000
*
```

## Properties
E ... -344.272345 a.u.
SMILES ... C[C@H](O)CNCN

Here are the natural (NBO) charges for atoms 1 to 5, given in e:
1 C -0.63
2 C 0.09
3 O -0.75
4 C -0.25
5 N -0.67



[3]
The following is a DFT calculation (wB97M-V/def2-TZVPD) of a single C4H12N2O molecule at a distorted geometry.

```
! RIJCOSX wB97M-V def2-TZVPD def2/J DEFGRID3
* xyz 0 1
C -1.281 1.821 0.703
N -1.750 0.481 0.952
C -0.755 -0.668 1.027
C 0.742 -0.266 0.799
N 1.057 -0.104 -0.596
C 0.813 -1.094 -1.656
O 2.016 -1.601 -2.188
H -0.933 1.909 -0.343
H -2.062 2.569 0.654
H -0.455 2.129 1.363
H -2.194 0.339 1.856
H -0.844 -1.322 1.878
H -1.056 -1.259 0.125
H 1.348 -0.932 1.421
H 0.895 0.694 1.339
H 1.479 0.714 -1.002
H 0.254 -0.531 -2.417
H 0.330 -1.975 -1.175
H 2.394 -0.903 -2.742
*
```

## Properties
E ... -344.283221 a.u.
SMILES ... CNCCNCO

Here are the natural (NBO) charges for atoms 1 to 5, given in e:
1 C -0.42
2 N -0.64
3 C -0.23
4 C -0.23
5 N -0.68



[4]
The following is a DFT calculation (wB97M-V/def2-TZVPD) of 2 unconnected molecules or ions with the total composition C4H12N2O at a distorted geometry.

```
! RIJCOSX wB97M-V def2-TZVPD def2/J DEFGRID3
* xyz 0 1
C 1.829 -1.333 0.262
C 1.554 -0.307 1.330
N 0.427 -0.558 2.091
O 2.404 0.487 1.728
H 2.889 -1.598 0.262
H 1.253 -2.248 0.422
H 1.565 -0.920 -0.715
H -0.220 -1.306 1.885
H 0.271 0.055 2.882
C -1.845 0.426 -1.894
C -1.379 0.671 -0.474
N -0.165 1.570 -0.458
H -1.080 -0.092 -2.482
H -2.734 -0.214 -1.890
H -2.101 1.361 -2.401
H -1.180 -0.291 0.004
H -2.158 1.171 0.107
H 0.130 1.821 0.485
H 0.541 1.307 -1.142
*
```

## Properties
E ... -344.359513 a.u.
SMILES ... CC(N)=O.CCN

Here are the natural (NBO) charges for atoms 1 to 5, given in e:
1 C -0.71
2 C 0.68
3 N -0.84
4 O -0.62
5 H 0.25



Let's list highest occupied orbital energy in order: -8.7487 -9.1195 -8.3589 -8.9879 eV.
Let's list ΔE to the lowest compared entry with this formula, charge and spin in order: 62.3 70.7 63.9 16.0 kcal/mol.
Let's list frontier orbital gap in order: 9.55 10.07 9.25 9.76 eV.